# 1
A molecular structure, C59H53HgN2O2P4S3. Source: the Open Molecules 2025 dataset; level of theory: wB97M-V/def2-TZVPD.

XYZ file:
```
124
Properties=species:S:1:pos:R:3:forces:R:3
Hg -0.657471 1.247570 0.929365 0.1 0.5 0.3
S 1.734100 3.425416 1.548330 -0.1 0.1 0.0
P 2.211321 1.626285 2.193541 0.0 -0.1 0.2
C 1.021656 0.419511 1.944227 0.0 -0.3 -0.1
P 0.592973 -1.009089 2.777169 0.1 0.2 0.1
S -0.921751 -2.002593 1.968019 -0.1 -0.1 0.0
C 0.150571 -0.647757 4.525976 0.1 0.0 0.0
C 1.018136 -0.844020 5.595087 -0.1 -0.1 0.0
C 0.646271 -0.471877 6.881753 0.0 0.0 0.0
C -0.590323 0.110841 7.109638 0.0 0.0 0.0
C -1.459902 0.318384 6.044469 0.0 0.0 -0.1
C -1.093579 -0.064628 4.764098 0.0 0.1 0.0
C 1.960663 -2.218032 3.011956 0.0 0.0 0.0
C 1.667600 -3.489449 3.508741 0.0 0.0 0.0
C 2.675314 -4.420439 3.700966 0.0 0.0 0.0
C 3.993531 -4.101695 3.387735 0.0 0.0 0.0
C 4.291931 -2.847726 2.881349 0.0 0.0 0.0
C 3.277160 -1.912245 2.699479 0.0 0.0 0.0
C 3.798613 1.246778 1.343880 0.0 0.0 0.0
C 3.746470 0.464845 0.195281 0.0 0.0 0.0
C 4.882976 0.237784 -0.568149 0.0 0.0 0.0
C 6.095819 0.791800 -0.181205 0.0 0.0 0.0
C 6.156350 1.584292 0.959557 0.0 0.0 0.0
C 5.013880 1.819273 1.712281 0.0 0.0 0.0
C 2.681012 1.703441 3.973382 -0.1 0.0 0.0
C 1.841700 2.462194 4.791990 0.0 0.0 0.0
C 2.062868 2.536086 6.156863 0.0 0.0 0.0
C 3.138893 1.865252 6.728347 0.0 0.0 0.0
C 3.973384 1.104377 5.926574 0.0 0.0 0.0
C 3.737732 1.013684 4.558287 0.0 0.0 0.0
H 1.990547 -1.291238 5.429449 0.0 0.0 0.0
H 1.337585 -0.623799 7.702695 0.0 0.0 0.0
H -0.875122 0.411505 8.111463 0.0 0.0 0.0
H -2.422580 0.788970 6.205405 0.0 0.0 0.0
H -1.772372 0.090637 3.932950 0.0 0.0 0.0
H 0.634996 -3.737477 3.722588 0.0 0.0 0.0
H 2.433080 -5.403614 4.087690 0.0 0.0 0.0
H 4.779005 -4.834988 3.530039 0.0 0.0 0.0
H 5.310791 -2.589204 2.616985 0.0 0.0 0.0
H 3.514091 -0.945816 2.281963 0.0 0.0 0.0
H 2.797073 0.028370 -0.086055 0.0 0.0 0.0
H 4.813346 -0.375135 -1.460027 0.0 0.0 0.0
H 6.990243 0.614171 -0.767150 0.0 0.0 0.0
H 7.097625 2.031298 1.258902 0.0 0.0 0.0
H 5.061893 2.466594 2.579553 0.0 0.0 0.0
H 1.021147 3.006887 4.337077 0.0 0.0 0.0
H 1.391801 3.119248 6.775885 0.0 0.0 0.0
H 3.315342 1.927394 7.796051 0.0 0.0 0.0
H 4.809695 0.569157 6.362405 0.0 0.0 0.0
H 4.396560 0.406072 3.950372 0.0 0.0 0.0
C -0.259505 -2.543719 -6.524561 0.0 0.0 0.0
S -1.391699 -1.301640 -7.186930 0.0 0.0 0.0
C -2.732422 -1.353834 -5.960651 0.0 0.0 0.0
C -2.598655 -0.408756 -4.774852 0.0 0.0 0.0
C -1.351473 -0.689366 -3.951267 0.0 0.1 0.0
N -1.334345 -0.049826 -2.633931 0.0 0.0 -0.2
P 0.161596 0.572413 -2.047240 0.1 -0.1 0.0
C 1.284018 -0.864044 -2.356600 0.0 0.0 -0.1
C 1.475508 -1.663902 -1.227667 0.0 0.0 0.0
C 2.233507 -2.825585 -1.286684 0.0 0.0 0.0
C 2.820439 -3.207193 -2.484535 0.0 0.0 0.0
C 2.640108 -2.422640 -3.617923 0.0 0.0 0.0
C 1.877966 -1.263528 -3.554770 0.0 0.0 0.0
C 0.575185 1.772836 -3.359103 0.0 0.1 0.0
C 1.857537 1.956293 -3.874227 0.0 0.0 0.0
C 2.120059 2.987776 -4.766648 0.0 0.0 0.0
C 1.109119 3.858832 -5.143625 0.0 0.0 0.0
C -0.160187 3.714102 -4.596709 0.0 0.0 0.0
C -0.423262 2.689628 -3.702282 0.0 0.0 0.0
P -2.385298 -0.518524 -1.351538 -0.2 -0.1 0.1
C -2.687793 -2.285520 -1.828059 0.0 -0.1 0.0
C -1.720716 -3.194112 -1.395301 0.0 0.0 0.0
C -1.777101 -4.532046 -1.761732 0.0 0.0 0.0
C -2.819466 -4.995192 -2.550625 0.0 0.0 0.0
C -3.809349 -4.110934 -2.960655 0.0 0.0 0.0
C -3.742333 -2.771085 -2.602949 0.0 0.0 0.0
C -4.027650 0.203452 -1.720681 0.0 0.0 0.0
C -4.194825 1.353685 -2.479595 0.0 -0.1 0.0
C -5.447363 1.939727 -2.603722 0.0 0.0 0.0
C -6.545336 1.387222 -1.965588 0.0 0.0 0.0
C -6.383459 0.255155 -1.172964 0.0 0.0 0.0
C -5.131409 -0.320528 -1.041808 0.0 0.0 0.0
H 0.527468 -2.677939 -7.266321 0.0 0.0 0.0
H -0.775947 -3.493142 -6.382194 0.0 0.0 0.0
H 0.190641 -2.232091 -5.584504 0.0 0.0 0.0
H -2.822157 -2.387421 -5.614066 0.0 0.0 0.0
H -3.640588 -1.122397 -6.519792 0.0 0.0 0.0
H -3.492504 -0.522080 -4.161517 0.0 0.0 0.0
H -2.583983 0.630876 -5.113202 0.0 0.0 0.0
H -0.492430 -0.317435 -4.514168 0.0 0.0 0.0
H -1.217576 -1.774148 -3.843918 0.0 0.0 0.0
H 1.026338 -1.363627 -0.282331 0.0 0.0 0.0
H 2.366330 -3.419280 -0.389518 0.0 0.0 0.0
H 3.418719 -4.109175 -2.537560 0.0 0.0 0.0
H 3.093085 -2.717720 -4.558083 0.0 0.0 0.0
H 1.746834 -0.666846 -4.450130 0.0 0.0 0.0
H 2.664667 1.304524 -3.563190 0.0 0.0 0.0
H 3.122430 3.114630 -5.158714 0.0 0.0 0.0
H 1.315776 4.664810 -5.837792 0.0 0.0 0.0
H -0.944619 4.419509 -4.841632 0.0 0.0 0.0
H -1.386987 2.624585 -3.208937 0.0 0.0 0.0
H -0.928577 -2.847109 -0.742758 0.0 0.0 0.0
H -1.008914 -5.213030 -1.414964 0.0 0.0 0.0
H -2.869763 -6.040151 -2.833618 0.0 0.0 0.0
H -4.636414 -4.465290 -3.565680 0.0 0.0 0.0
H -4.521827 -2.094351 -2.930826 0.0 0.0 0.0
H -3.332028 1.820950 -2.930103 0.0 0.0 0.0
H -5.545500 2.861885 -3.161892 0.0 0.0 0.0
H -7.518723 1.855795 -2.051167 0.0 0.0 0.0
H -7.228557 -0.163403 -0.639182 0.0 0.0 0.0
H -5.002168 -1.185148 -0.398325 0.0 0.0 0.0
O -3.180411 3.800713 -1.345704 0.0 0.0 0.0
C -2.611035 3.180702 -0.424826 0.0 0.0 0.0
O -1.723192 2.244453 -0.690703 -0.1 -0.1 -0.1
C -2.901158 3.447788 0.977054 0.0 0.1 0.0
C -3.905929 4.366950 1.341979 0.1 -0.1 0.1
C -4.152665 4.643235 2.659330 -0.1 0.1 0.0
C -3.354285 3.994254 3.661442 0.1 0.0 0.0
C -2.397021 3.099601 3.237402 -0.1 0.1 0.0
N -2.157491 2.794178 1.961209 -0.1 -0.2 -0.3
H -4.462978 4.836117 0.541760 0.0 0.0 0.0
H -4.932411 5.343794 2.938601 0.0 0.0 0.0
H -3.477467 4.194088 4.718369 0.0 0.0 0.0
H -1.771020 2.591906 3.968367 0.0 0.0 0.0
```
Forces are in eV/Å.

Values from the calculation:
2S+1: 2
E_LUMO (spin up / spin down) (eV): 3.68 / 3.68
Charge: -2
HOMO-LUMO gap (spin up / spin down) (eV): 2.93 / 6.09


# 2
A single C2HF3S molecule. Source: the Open Molecules 2025 dataset; level of theory: wB97M-V/def2-TZVPD.

XYZ file:
```
7
Properties=species:S:1:pos:R:3:forces:R:3
C 0.385001 0.451772 -0.286910 -0.6 -0.8 -0.1
C -0.527061 -0.563353 0.391026 -0.6 0.4 -0.4
H -1.582171 -0.353918 0.194318 0.2 0.2 0.0
F 0.025697 0.477738 -1.608009 0.8 0.1 0.8
F 1.678804 0.142313 -0.147411 -0.6 0.5 -0.4
F 0.141420 1.672459 0.212423 0.4 -0.1 -0.1
S -0.121690 -1.827012 1.244564 0.5 -0.4 0.3
```
Forces are in eV/Å.

Values from the calculation:
Structure (SMILES): FC(F)(F)C=S
E_LUMO (eV): -1.05
HOMO-LUMO gap (eV): 8.62


Ordered energy above the lowest of the compared OMol25 structures with the same formula, charge and spin results: 0.0; 5.4; unit kJ/mol.
Ordered maximum force results: 0.63; 1.07; unit eV/Å.